DFT (ωB97M-V/def2-TZVPD) results for a molecular structure, C31H42N2O2RbS5.

Geometry as XYZ:
```
83
Properties=species:S:1:pos:R:3:mulliken_charge:R:1
Rb -0.013 -0.246 -0.526 0.588
C -1.714 3.757 -0.060 -0.753
C -1.287 3.764 1.405 -0.984
S -0.115 2.453 1.850 0.150
C -0.890 1.740 3.323 -0.770
C -2.308 1.194 3.177 -1.010
S -2.468 -0.058 1.878 -0.008
C -3.904 0.523 0.943 -0.477
C -3.840 1.940 0.379 -0.932
S -2.428 2.231 -0.721 -0.038
H -0.851 3.933 -0.704 0.363
H -2.410 4.582 -0.223 0.439
H -2.153 3.681 2.060 0.371
H -0.827 4.729 1.619 0.527
H -0.876 2.472 4.133 0.506
H -0.211 0.935 3.611 0.301
H -3.013 1.998 2.972 0.334
H -2.604 0.759 4.132 0.545
H -4.800 0.428 1.558 0.509
H -3.978 -0.202 0.131 0.131
H -3.813 2.681 1.177 0.396
H -4.758 2.120 -0.182 0.544
O -2.355 -1.838 -0.931 -0.170
S -3.074 -2.947 -1.638 -0.010
C -1.868 -4.288 -1.840 -0.781
C -1.190 -4.714 -0.548 -0.147
C -0.075 -5.742 -0.765 -1.074
C 1.094 -5.318 -1.648 -0.880
S 2.115 -3.932 -1.082 0.073
O 1.202 -2.767 -0.860 -0.432
C 2.534 -4.557 0.541 0.822
C 3.602 -5.432 0.670 -0.682
C 3.941 -5.902 1.930 -0.603
C 3.225 -5.483 3.044 -0.550
C 2.167 -4.595 2.903 -0.790
C 1.815 -4.126 1.646 -0.738
C -4.127 -3.737 -0.429 0.400
C -5.068 -4.657 -0.868 -0.468
C -5.890 -5.275 0.063 -0.587
C -5.777 -4.954 1.410 -0.503
C -4.845 -4.016 1.831 -0.793
C -4.010 -3.400 0.909 -0.006
H -1.158 -3.871 -2.558 0.421
H -2.405 -5.107 -2.325 0.456
H -1.932 -5.164 0.115 0.500
H -0.799 -3.827 -0.052 0.081
H -0.501 -6.641 -1.220 0.486
H 0.312 -6.049 0.209 0.383
H 0.779 -5.011 -2.648 0.526
H 1.799 -6.143 -1.776 0.587
H 4.172 -5.735 -0.201 0.436
H 4.772 -6.585 2.045 0.418
H 3.498 -5.844 4.026 0.401
H 1.613 -4.270 3.775 0.453
H 0.993 -3.434 1.506 0.854
H -5.167 -4.883 -1.923 0.434
H -6.627 -5.996 -0.264 0.409
H -6.426 -5.432 2.132 0.396
H -4.766 -3.760 2.879 0.459
H -3.280 -2.662 1.216 0.447
N 2.296 -0.490 1.685 -0.183
C 3.294 0.149 0.923 0.459
C 4.028 -0.566 -0.020 0.236
C 5.005 0.070 -0.770 -0.742
C 5.260 1.423 -0.597 -0.772
C 4.513 2.139 0.329 -0.776
C 3.534 1.512 1.081 -0.416
H 2.434 -1.488 1.770 0.055
H 2.167 -0.073 2.595 0.305
H 3.846 -1.627 -0.146 0.227
H 5.586 -0.505 -1.481 0.426
H 6.043 1.909 -1.163 0.549
H 4.701 3.195 0.479 0.404
H 2.954 2.076 1.803 0.289
C 3.377 3.005 -4.933 -1.322
C 3.800 2.357 -3.615 -0.013
C 2.651 1.902 -2.833 0.060
N 1.731 1.535 -2.254 -0.346
H 4.258 3.328 -5.484 0.370
H 2.748 3.876 -4.752 0.345
H 2.820 2.304 -5.553 0.340
H 4.363 3.054 -2.994 0.253
H 4.444 1.493 -3.785 0.290
```

Summary:
gap between HOMO and LUMO	0.318	Ha
HOMO level	-10.347	eV
charge	+1
E_LUMO	-1.7	eV

DFT (ωB97M-V/def2-TZVPD) results for a molecular structure, C31H27IN7O3Pd.

Geometry as XYZ:
```
70
Properties=species:S:1:pos:R:3:mulliken_charge:R:1
Pd 0.456 0.404 -0.279 0.689
C 4.587 -1.453 -1.735 -1.185
C 3.418 -1.686 -2.642 0.972
N 3.577 -2.431 -3.701 -0.639
C 2.533 -2.632 -4.536 -0.992
C 1.292 -2.098 -4.341 0.876
C 0.195 -2.441 -5.320 -0.971
O -0.406 -1.305 -5.937 -0.532
C 1.071 -1.285 -3.184 -0.577
C -0.263 -0.782 -2.994 -0.697
N -0.803 -0.290 -1.921 0.351
C -2.214 -0.115 -1.911 -0.238
C -3.054 -0.904 -2.707 0.110
C -4.429 -0.750 -2.679 -1.161
C -5.015 0.181 -1.833 -0.606
C -4.211 0.940 -1.001 -0.696
C -2.834 0.780 -1.036 0.647
I -1.726 1.944 0.307 0.358
C 2.162 -1.059 -2.315 0.087
O 2.153 -0.293 -1.271 -0.711
H 5.435 -2.032 -2.089 0.379
H 4.347 -1.739 -0.709 0.288
H 4.856 -0.394 -1.719 0.245
H 2.728 -3.271 -5.391 0.371
H -0.619 -2.969 -4.818 0.318
H 0.598 -3.125 -6.070 0.421
H 0.223 -0.912 -6.548 0.339
H -0.887 -0.866 -3.878 1.439
H -2.631 -1.661 -3.354 0.523
H -5.044 -1.370 -3.317 0.421
H -6.089 0.304 -1.806 0.416
H -4.655 1.655 -0.321 0.415
N -3.326 -3.710 0.223 -0.246
C -2.425 -4.153 1.135 0.462
O -2.539 -5.211 1.715 -0.623
C -1.235 -3.267 1.417 0.072
C -0.403 -3.620 2.473 -0.366
C 0.693 -2.827 2.762 -1.073
C 0.929 -1.705 1.988 -0.412
N 0.138 -1.368 0.968 0.748
C -0.918 -2.139 0.687 0.023
H -4.126 -4.294 0.048 0.229
H -3.294 -2.803 -0.201 0.155
H -0.638 -4.510 3.041 0.522
H 1.364 -3.070 3.573 0.446
H 1.779 -1.062 2.170 0.544
H -1.502 -1.819 -0.164 -0.393
C 4.020 2.022 1.828 -0.823
C 3.128 1.463 0.934 -0.340
N 1.821 1.360 1.215 0.367
C 1.375 1.829 2.377 -0.303
C 2.190 2.432 3.325 0.152
C 3.549 2.501 3.040 -0.365
C 1.657 2.922 4.608 -0.937
C 0.557 3.641 4.839 -0.642
C -0.370 4.262 3.874 0.988
C -1.626 4.682 4.300 -0.635
C -2.442 5.297 3.364 -0.183
N -2.052 5.511 2.111 -0.493
C -0.825 5.097 1.810 -0.468
N 0.028 4.471 2.611 -0.296
H 5.069 2.078 1.574 0.442
H 3.438 1.060 -0.021 0.385
H 0.318 1.702 2.579 0.759
H 4.230 2.940 3.759 0.531
H 2.249 2.646 5.475 0.436
H 0.314 3.844 5.877 0.343
H -1.952 4.535 5.320 0.395
H -3.438 5.635 3.628 0.419
H -0.486 5.284 0.795 0.521
```

Summary:
gap between HOMO and LUMO (alpha / beta)	0.270 / 0.233	Ha
HOMO level (alpha / beta)	-10.522 / -10.537	eV
charge	+1
multiplicity	3
E_LUMO (alpha / beta)	-3.2 / -4.2	eV

DFT (ωB97M-V/def2-TZVPD) results for 2 unconnected molecules or ions with the total composition C15H26N3O10 in a non-equilibrium geometry.

Geometry as XYZ:
```
54
Properties=species:S:1:pos:R:3:mulliken_charge:R:1
O -1.014 -2.391 -0.608 -0.672
O 2.339 1.003 -2.570 -0.631
O 2.824 -3.085 -0.640 -0.760
O 5.019 -0.501 -2.277 -0.733
O 2.630 -2.710 1.540 -0.811
O -4.832 2.876 3.205 -0.595
O -5.551 -0.180 -0.596 -0.588
O -4.106 1.543 -0.109 -0.516
O -3.580 0.331 3.365 -0.663
O -2.288 -1.684 1.839 -0.658
C -0.950 -1.283 -1.114 0.816
C 2.913 1.707 -1.754 0.746
C 2.645 -2.339 0.345 0.327
C 4.838 -0.826 -1.106 0.127
N 5.662 -1.755 -0.604 -0.088
N -1.851 -0.334 -0.679 -0.141
N 3.496 1.289 -0.628 -0.099
C -0.224 -1.062 -2.426 -1.350
C 2.941 3.201 -1.973 -1.427
C 5.732 -2.313 0.749 -0.849
C -4.224 2.880 1.910 -0.622
C -4.217 0.280 -0.775 -0.191
C -4.323 1.472 1.315 0.049
C -3.302 0.520 1.971 0.080
C -3.330 -0.858 1.294 -0.154
C -3.198 -0.732 -0.234 -0.144
C 2.485 -0.844 0.082 0.560
C 3.798 -0.095 -0.207 0.124
H -4.502 2.085 3.687 0.392
H -6.153 0.564 -0.759 0.371
H -3.032 -0.427 3.659 0.415
H -1.722 -2.044 1.110 0.434
H 6.235 -2.192 -1.306 0.233
H -1.764 0.576 -1.122 0.347
H 3.898 2.009 -0.058 0.278
H -0.878 -1.322 -3.261 0.384
H 0.671 -1.690 -2.471 0.337
H 0.072 -0.017 -2.521 0.309
H 3.975 3.528 -2.040 0.362
H 2.437 3.695 -1.145 0.354
H 2.426 3.425 -2.905 0.347
H 5.324 -1.633 1.495 0.287
H 6.767 -2.540 1.003 0.319
H 5.153 -3.239 0.784 0.290
H -4.747 3.595 1.267 0.307
H -3.176 3.189 1.978 0.320
H -4.031 0.421 -1.845 0.420
H -5.334 1.098 1.512 0.403
H -2.298 0.944 1.858 0.186
H -4.297 -1.326 1.509 0.312
H -3.455 -1.704 -0.672 0.445
H 1.990 -0.373 0.934 0.280
H 1.827 -0.731 -0.771 -0.538
H 4.282 -0.001 0.762 0.264
```

Summary:
gap between HOMO and LUMO	0.244	Ha
HOMO level	-4.411	eV
charge	-1
E_LUMO	2.2	eV

DFT (ωB97M-V/def2-TZVPD) results for 2 unconnected molecules or ions with the total composition H2O3S2 in a non-equilibrium geometry.

Geometry as XYZ:
```
7
Properties=species:S:1:pos:R:3:mulliken_charge:R:1
O -2.660 -1.295 0.005 -0.414
O 1.071 -0.444 0.435 -0.478
O -1.525 0.739 0.611 -0.395
S -1.556 -0.417 -0.199 0.800
S 2.208 0.087 -0.641 -0.027
H 1.538 1.095 -1.330 0.134
H 0.924 0.234 1.119 0.380
```

Summary:
gap between HOMO and LUMO	0.330	Ha
HOMO level	-9.722	eV
charge	0
E_LUMO	-0.8	eV

DFT (ωB97M-V/def2-TZVPD) results for a molecular structure, C19H25N5RuS3 in a non-equilibrium geometry.

Geometry as XYZ:
```
53
Properties=species:S:1:pos:R:3:mulliken_charge:R:1
Ru 0.283 0.275 -0.046 0.548
C 3.169 -0.260 2.243 -0.725
C 3.639 -0.075 0.815 -0.688
S 2.712 1.112 -0.229 0.106
C 2.873 2.752 0.576 -0.777
C 2.036 3.006 1.818 -0.703
S 0.269 2.487 1.670 0.049
C -0.053 1.702 3.289 -0.604
C 0.874 0.579 3.731 -0.866
S 1.369 -0.627 2.428 0.135
H 3.404 0.606 2.857 0.383
H 3.694 -1.122 2.665 0.558
H 3.572 -1.012 0.254 0.352
H 4.681 0.252 0.818 0.497
H 2.601 3.447 -0.223 0.440
H 3.932 2.893 0.806 0.500
H 2.017 4.081 2.012 0.571
H 2.445 2.512 2.695 0.300
H -1.082 1.355 3.189 0.377
H -0.034 2.494 4.042 0.520
H 0.356 -0.011 4.492 0.461
H 1.789 0.955 4.186 0.512
N -1.861 -0.642 1.008 -0.247
C -2.122 -1.957 0.464 0.515
C -3.274 -2.652 0.766 -0.476
C -3.505 -3.922 0.222 -0.821
C -2.582 -4.509 -0.609 -0.921
C -1.384 -3.837 -0.934 0.437
C -0.386 -4.377 -1.768 -0.414
C 0.748 -3.645 -2.048 -1.045
C 0.883 -2.373 -1.485 -0.150
N -0.031 -1.848 -0.692 0.393
C -1.156 -2.535 -0.393 -0.133
H -2.609 0.001 0.733 0.398
H -1.902 -0.707 2.028 0.335
H -4.015 -2.215 1.420 0.520
H -4.422 -4.435 0.462 0.445
H -2.763 -5.487 -1.029 0.476
H -0.511 -5.368 -2.180 0.498
H 1.526 -4.035 -2.683 0.462
H 1.766 -1.768 -1.693 0.466
N -0.614 4.194 -3.837 -0.369
C -1.089 3.088 -3.293 0.448
C -0.657 2.561 -2.028 0.119
N -1.162 1.444 -1.549 -0.162
C -2.104 0.790 -2.227 -0.239
C -2.554 1.310 -3.444 -0.512
N -2.039 2.400 -3.924 -0.496
H 0.091 4.768 -3.405 0.198
H -0.999 4.511 -4.716 0.268
H 0.037 3.126 -1.416 0.204
H -2.514 -0.123 -1.822 0.447
H -3.339 0.835 -4.018 0.411
```

Summary:
gap between HOMO and LUMO (alpha / beta)	0.192 / 0.194	Ha
HOMO level (alpha / beta)	-16.754 / -16.750	eV
charge	+3
multiplicity	2
E_LUMO (alpha / beta)	-11.5 / -11.5	eV

DFT (ωB97M-V/def2-TZVPD) results for 5 unconnected molecules or ions with the total composition C35H63F3N9O8P2SSi in a non-equilibrium geometry.

Geometry as XYZ:
```
122
Properties=species:S:1:pos:R:3:mulliken_charge:R:1
C 4.961 -0.232 1.912 -0.897
C 3.889 0.840 1.206 0.300
O 3.385 1.716 2.121 -0.446
N 3.570 0.966 -0.242 0.964
C 4.772 1.353 -1.047 0.452
C 6.199 0.482 -1.146 -0.831
O 4.839 2.525 -1.740 -0.533
C 2.679 -0.072 -0.843 0.135
N 2.567 -1.293 0.013 -0.371
C 3.433 -2.297 -0.256 0.680
O 4.185 -3.332 -0.726 -0.500
N 2.830 -0.196 -2.367 0.829
C 3.754 -0.973 -3.263 -1.004
C 3.132 -2.393 -3.855 -0.206
F 2.476 -2.268 -5.175 -0.342
C 1.992 0.626 -3.118 -0.055
S 1.821 0.910 -4.954 0.012
C 1.033 1.514 -2.129 -0.731
N 1.818 2.802 -2.017 -0.189
P -0.644 2.142 -2.779 0.811
C -0.352 3.821 -3.724 -0.917
O -1.339 1.113 -4.003 -0.513
C 1.076 0.434 -0.851 -1.412
P 0.044 -1.068 -1.545 1.005
N -0.371 -2.131 -0.351 -0.284
C 0.420 1.059 0.503 1.023
F 0.850 2.481 0.794 -0.054
F 0.780 0.319 1.771 -0.346
C -1.227 1.129 0.535 -0.470
C -1.923 0.191 1.704 -0.137
Si -3.826 -0.104 1.308 -0.027
C -3.922 -1.917 0.558 -0.447
C -4.928 -0.134 2.889 -0.654
C -4.512 1.062 -0.062 0.741
C -4.394 0.745 -1.700 -0.188
C -5.047 1.774 -2.844 -0.555
C -5.855 3.171 -2.420 -0.474
C -5.946 3.486 -0.790 -0.435
C -5.296 2.460 0.325 -0.318
H 5.854 0.441 2.329 0.331
H 5.449 -0.954 1.129 0.218
H 4.504 -0.794 2.833 0.291
H 6.552 0.628 -2.275 0.276
H 7.024 0.982 -0.484 0.337
H 6.048 -0.661 -0.950 0.196
H 4.658 -1.333 -2.570 0.139
H 4.286 -0.320 -4.110 0.576
H 2.491 -2.986 -3.048 0.249
H 4.088 -3.086 -4.036 0.327
H 2.919 0.409 -5.674 0.271
H 1.311 3.553 -1.504 0.201
H 2.223 3.120 -2.923 0.291
H 0.352 3.580 -4.658 0.238
H -1.342 4.286 -4.141 0.411
H 0.202 4.617 -3.058 0.323
H -2.044 1.664 -4.481 0.290
H 0.731 -1.800 -2.574 -0.179
H -1.255 -0.574 -2.024 -0.119
H 0.045 -1.808 0.549 0.257
H -1.762 0.863 -0.464 -0.682
H -1.575 2.242 0.797 0.357
H -1.474 -0.883 1.800 0.181
H -1.861 0.740 2.754 0.355
H -3.560 -1.869 -0.576 0.074
H -4.975 -2.410 0.693 0.307
H -3.137 -2.642 1.090 -0.006
H -4.647 -1.026 3.630 0.300
H -6.059 -0.346 2.577 0.260
H -4.919 0.914 3.410 0.057
H -3.875 -0.234 -2.109 0.179
H -4.990 1.548 -4.011 0.365
H -6.336 3.886 -3.244 0.287
H -6.531 4.461 -0.463 0.296
H -5.445 2.763 1.463 0.236
C -0.707 6.518 4.064 -0.952
C 0.688 6.928 3.683 0.419
O 1.177 7.996 4.041 -0.674
N 1.419 6.070 2.913 -0.059
C 1.027 4.781 2.396 -0.700
H -1.164 7.301 4.677 0.356
H -1.316 6.382 3.167 0.354
H -0.680 5.595 4.649 0.309
H 2.347 6.415 2.698 0.223
H 1.730 4.035 2.776 0.258
H 1.098 4.817 1.306 0.188
H 0.012 4.505 2.685 0.205
C -0.886 -5.495 -0.365 -1.143
C -2.161 -5.538 0.432 0.778
O -2.336 -4.835 1.424 -0.678
N -3.143 -6.391 0.022 -0.175
C -3.131 -7.291 -1.107 -0.820
H -0.200 -4.770 0.081 0.142
H -0.406 -6.477 -0.355 0.452
H -1.097 -5.185 -1.392 0.314
H -3.970 -6.364 0.608 0.245
H -3.964 -7.025 -1.762 0.277
H -3.278 -8.307 -0.733 0.286
H -2.197 -7.242 -1.669 0.316
C 4.529 -7.158 -3.557 -1.014
C 5.315 -8.131 -2.723 0.661
O 5.513 -9.290 -3.082 -0.642
N 5.817 -7.694 -1.532 -0.141
C 5.695 -6.383 -0.939 -0.553
H 4.195 -7.649 -4.475 0.317
H 3.648 -6.819 -3.006 0.284
H 5.158 -6.306 -3.830 0.259
H 6.334 -8.406 -1.028 0.224
H 6.702 -5.985 -0.788 0.295
H 5.203 -6.494 0.030 0.308
H 5.122 -5.695 -1.561 0.016
C -4.058 4.914 4.012 -1.091
C -4.807 3.754 4.605 0.718
O -5.431 2.955 3.911 -0.698
N -4.781 3.601 5.960 -0.177
C -4.111 4.424 6.939 -0.856
H -4.171 4.905 2.924 0.330
H -4.462 5.855 4.393 0.429
H -2.994 4.833 4.249 0.147
H -5.308 2.798 6.285 0.256
H -3.407 3.794 7.488 0.296
H -4.864 4.809 7.631 0.300
H -3.575 5.259 6.486 0.306
```

Summary:
gap between HOMO and LUMO	0.183	Ha
HOMO level	-10.185	eV
charge	+1
E_LUMO	-5.2	eV

- The highest charge belongs to which entry?
  C19H25N5RuS3

- charge of number 5 (C19H25N5RuS3)?
  +3

- Which formula does entry 2 have?
  C31H27IN7O3Pd